# C61H51AsMnN3OP2S

C61H51AsMnN3OP2S as an isolated structure (the ωB97M-V functional and the def2-TZVPD basis, OMol25).

The total charge is +1. The spin multiplicity is 6. The value obtained for the HOMO-LUMO gap (alpha / beta) is 0.2675 / 0.2694 hartree. The calculation puts the energy above the lowest of the compared OMol25 structures with the same formula, charge and spin at 86.1 kcal/mol. The calculation puts the total energy at -192169.4973 eV. For the HOMO energy (alpha / beta), the calculation gives -9.499 / -9.804 eV. The expectation value of S² is 8.763. The LUMO energy (alpha / beta) is -2.2 / -2.5 eV.

Atoms and positions in Å:
Mn: -0.3640 0.5538 0.2355
S: 0.1348 -1.7122 0.1464
C: -0.0361 -2.7784 1.5398
C: -0.4766 -4.0834 1.3253
C: -0.6013 -4.9607 2.3896
C: -0.2875 -4.5496 3.6772
C: 0.1452 -3.2518 3.8984
C: 0.2738 -2.3571 2.8418
As: 0.7507 -0.4821 3.0260
C: 1.1169 -0.4202 4.9541
C: 2.2635 -1.0905 5.3803
C: 2.6503 -1.0499 6.7098
C: 1.9005 -0.3241 7.6262
C: 0.7670 0.3555 7.2077
C: 0.3783 0.3108 5.8750
C: -1.0790 0.2530 3.0346
C: -2.2504 -0.6668 2.9928
C: -4.0991 0.4561 3.0938
C: -3.6865 1.8747 3.3579
C: -2.4308 2.3270 3.4563
C: -1.2017 1.5841 3.2267
H: -0.7156 -4.3971 0.3175
H: -0.9471 -5.9712 2.2121
H: -0.3830 -5.2379 4.5067
H: 0.3772 -2.9258 4.9052
H: 2.8458 -1.6518 4.6563
H: 3.5384 -1.5790 7.0316
H: 2.1998 -0.2929 8.6659
H: 0.1812 0.9210 7.9214
H: -0.5055 0.8489 5.5541
H: -1.9347 -1.7006 2.9296
H: -5.1815 0.3405 3.1138
H: -4.4917 2.5722 3.5552
H: -2.2942 3.3781 3.6900
H: -0.2842 2.1657 3.3009
C: -2.7372 6.6573 -1.2345
C: -2.4145 5.9073 0.0706
C: -2.7254 6.8048 1.2830
C: -0.9405 5.5445 0.0927
C: 0.0025 6.5652 0.0608
C: 1.3578 6.3053 0.0996
C: 1.7934 4.9970 0.1721
C: 0.8887 3.9421 0.2024
P: 1.5142 2.2140 0.3302
C: 2.4575 2.2741 1.8954
C: 3.4367 1.2950 2.0823
C: 4.1643 1.2519 3.2566
C: 3.9035 2.1679 4.2704
C: 2.9224 3.1277 4.0979
C: 2.2024 3.1871 2.9095
C: 2.9273 2.2243 -0.8540
C: 4.1334 2.8653 -0.5595
C: 5.1540 2.9058 -1.4943
C: 5.0026 2.2948 -2.7311
C: 3.8332 1.6098 -3.0144
C: 2.8102 1.5697 -2.0778
C: -0.4865 4.2285 0.1625
O: -1.3545 3.1563 0.1977
C: -2.7208 3.3840 0.2154
C: -3.5388 2.2599 0.3432
C: -4.9178 2.4164 0.3576
C: -5.4809 3.6759 0.2825
C: -4.6558 4.7791 0.1823
C: -3.2696 4.6582 0.1517
P: -2.8335 0.5635 0.3478
C: -3.3735 -0.3150 1.9288
C: -3.9358 -1.6571 1.5239
C: -4.4734 -2.5878 2.3153
C: -4.6274 -2.5362 3.7621
C: -4.0717 -1.6269 4.5620
C: -3.3062 -0.4270 4.1054
C: -3.9404 0.0271 -1.0378
C: -5.0666 -0.7912 -0.9975
C: -5.8027 -1.0305 -2.1510
C: -5.4413 -0.4571 -3.3581
C: -4.3568 0.4070 -3.4010
C: -3.6275 0.6473 -2.2509
H: -2.1246 7.5534 -1.3331
H: -3.7833 6.9620 -1.2542
H: -2.5511 6.0157 -2.0973
H: -2.1523 7.7308 1.2401
H: -2.4774 6.2913 2.2133
H: -3.7825 7.0679 1.3091
H: -0.3349 7.5920 0.0091
H: 2.0703 7.1189 0.0778
H: 2.8521 4.7927 0.2078
H: 3.6245 0.5693 1.2991
H: 4.9339 0.5018 3.3865
H: 4.4675 2.1313 5.1932
H: 2.7157 3.8412 4.8852
H: 1.4554 3.9607 2.7733
H: 4.2953 3.3136 0.4115
H: 6.0804 3.4093 -1.2498
H: 5.8020 2.3342 -3.4592
H: 3.7177 1.0921 -3.9581
H: 1.9282 0.9905 -2.2887
H: -5.5493 1.5405 0.4334
H: -6.5560 3.7970 0.2970
H: -5.1013 5.7634 0.1224
H: -3.7305 -1.9413 0.4997
H: -4.7735 -3.5194 1.8486
H: -5.1806 -3.3508 4.2138
H: -4.2143 -1.7187 5.6324
H: -2.9306 0.1260 4.9644
H: -5.4041 -1.2346 -0.0725
H: -6.6736 -1.6712 -2.0983
H: -6.0098 -0.6633 -4.2553
H: -4.0790 0.8970 -4.3259
H: -2.8214 1.3659 -2.2749
N: -0.7604 3.1453 -4.8026
C: -0.6944 1.9663 -4.1353
C: -0.4896 1.9024 -2.7482
N: -0.4472 0.7420 -2.1044
C: -0.6180 -0.3746 -2.8189
C: -0.8177 -0.3013 -4.1889
N: -0.8573 0.8478 -4.8462
H: -0.4814 4.0048 -4.3673
H: -0.8015 3.1059 -5.8061
H: -0.3421 2.8077 -2.1665
H: -0.5841 -1.3179 -2.2929
H: -0.9515 -1.2001 -4.7783

---

# C61H51FGeN4O2P3SSn

C61H51FGeN4O2P3SSn as an isolated structure (the ωB97M-V functional and the def2-TZVPD basis, OMol25).

The total charge is +1. The value obtained for the HOMO-LUMO gap is 0.2924 hartree. The calculation puts the energy above the lowest of the compared OMol25 structures with the same formula, charge and spin at 0.0 kcal/mol. The calculation puts the total energy at -177902.7409 eV. For the HOMO energy, the calculation gives -10.060 eV. The LUMO energy is -2.1 eV.

Atoms and positions in Å:
Sn: 0.0555 0.6069 1.3864
F: -1.6030 -2.3601 -4.6862
Ge: -1.1441 -1.7074 -3.0875
C: -2.9154 -0.8930 -2.6943
C: -3.9140 -1.5193 -3.4513
C: -5.2418 -1.1298 -3.3794
C: -5.6049 -0.0920 -2.5429
C: -4.6375 0.5351 -1.7788
C: -3.2965 0.1526 -1.8335
P: -2.1220 1.0898 -0.7666
C: -3.2503 1.7769 0.5044
C: -3.9671 2.9688 0.3890
C: -4.8432 3.3602 1.3883
C: -5.0319 2.5626 2.5103
C: -4.3438 1.3664 2.6268
C: -3.4600 0.9811 1.6278
C: -1.6781 2.5021 -1.8484
C: -1.4617 2.2660 -3.2063
C: -0.9667 3.2662 -4.0296
C: -0.6933 4.5231 -3.5111
C: -0.9119 4.7716 -2.1634
C: -1.3864 3.7670 -1.3323
C: -0.9565 -3.4998 -2.2564
C: -1.0390 -4.5586 -3.1720
C: -1.1641 -5.8693 -2.7442
C: -1.2388 -6.1559 -1.3895
C: -1.1406 -5.1262 -0.4759
C: -0.9740 -3.8030 -0.8943
P: -0.7877 -2.5133 0.3824
C: 0.5436 -3.2370 1.4205
C: 1.3803 -4.2526 0.9631
C: 2.3936 -4.7539 1.7675
C: 2.6077 -4.2374 3.0350
C: 1.8112 -3.1948 3.4864
C: 0.7952 -2.6967 2.6840
C: -2.3334 -2.8165 1.3394
C: -2.4123 -3.2355 2.6627
C: -3.6499 -3.3760 3.2809
C: -4.8173 -3.1003 2.5882
C: -4.7493 -2.6937 1.2609
C: -3.5183 -2.5512 0.6457
C: 0.3285 -0.5774 -3.8073
C: 0.3048 -0.5158 -5.2062
C: 1.2531 0.2028 -5.9183
C: 2.2587 0.8713 -5.2475
C: 2.3009 0.8241 -3.8661
C: 1.3503 0.1126 -3.1333
P: 1.4869 0.1344 -1.3099
C: 2.5558 1.6098 -1.0583
C: 3.9452 1.5878 -0.9384
C: 4.6546 2.7738 -0.8162
C: 3.9917 3.9946 -0.8219
C: 2.6116 4.0266 -0.9526
C: 1.9012 2.8399 -1.0658
C: 2.6405 -1.2397 -0.9574
C: 2.9047 -2.2516 -1.8744
C: 3.7984 -3.2685 -1.5571
C: 4.4358 -3.2792 -0.3279
C: 4.1564 -2.2878 0.6053
C: 3.2532 -1.2856 0.2985
H: -3.6514 -2.3291 -4.1125
H: -5.9828 -1.6378 -3.9822
H: -6.6356 0.2302 -2.4757
H: -4.9435 1.3310 -1.1148
H: -3.8475 3.5948 -0.4850
H: -5.3905 4.2881 1.2853
H: -5.7237 2.8699 3.2833
H: -4.4855 0.7293 3.4896
H: -2.9689 0.0146 1.7070
H: -1.6847 1.2967 -3.6322
H: -0.7979 3.0597 -5.0784
H: -0.3157 5.3065 -4.1548
H: -0.7055 5.7512 -1.7515
H: -1.5047 3.9622 -0.2760
H: -1.0168 -4.3548 -4.2301
H: -1.2259 -6.6649 -3.4751
H: -1.3713 -7.1741 -1.0481
H: -1.1891 -5.3439 0.5847
H: 1.2494 -4.6609 -0.0301
H: 3.0225 -5.5510 1.3930
H: 3.3902 -4.6401 3.6646
H: 1.9728 -2.7728 4.4697
H: 0.1696 -1.8989 3.0676
H: -1.5146 -3.4717 3.2171
H: -3.7008 -3.7095 4.3095
H: -5.7775 -3.2089 3.0752
H: -5.6551 -2.4861 0.7061
H: -3.4749 -2.2363 -0.3912
H: -0.4649 -1.0343 -5.7522
H: 1.1997 0.2302 -6.9988
H: 3.0083 1.4307 -5.7918
H: 3.0833 1.3639 -3.3512
H: 4.4801 0.6471 -0.9563
H: 5.7331 2.7460 -0.7249
H: 4.5515 4.9164 -0.7301
H: 2.0821 4.9710 -0.9644
H: 0.8239 2.8721 -1.1846
H: 2.4355 -2.2366 -2.8503
H: 4.0028 -4.0444 -2.2833
H: 5.1458 -4.0609 -0.0907
H: 4.6403 -2.3001 1.5731
H: 3.0505 -0.5071 1.0288
O: -0.2833 2.7788 1.3697
N: 0.6335 3.6029 1.7242
N: 1.6762 3.0608 2.1793
O: 1.8126 1.7503 2.2651
C: 2.7832 3.8863 2.5839
C: 4.0470 3.3242 2.5777
C: 5.1265 4.1101 2.9510
C: 4.9341 5.4325 3.3221
C: 3.6554 5.9766 3.3206
C: 2.5662 5.2045 2.9542
H: 4.1759 2.2968 2.2703
H: 6.1218 3.6867 2.9431
H: 5.7778 6.0390 3.6218
H: 3.5023 7.0062 3.6129
H: 1.5647 5.6104 2.9556
N: -0.1562 -0.6217 6.2932
C: 0.1221 0.0440 5.1651
N: 1.4008 0.3415 4.9270
S: -1.1380 0.4560 4.1039
H: 0.5380 -0.8162 6.9951
H: -1.1195 -0.8212 6.5006
H: 2.1270 0.1172 5.5871
H: 1.6552 0.8515 4.0869

---

# C61H52FN2O19

A 10-piece molecular cluster, C61H52FN2O19 overall (the ωB97M-V functional and the def2-TZVPD basis, OMol25).

The total charge is +1. The value obtained for the HOMO-LUMO gap is 0.2787 hartree. The calculation puts the total energy at -108681.7692 eV. For the HOMO energy, the calculation gives -11.497 eV. The LUMO energy is -3.9 eV.

Atoms and positions in Å:
C: 2.6923 6.6871 -2.4955
C: 2.9321 6.2122 -3.9106
O: 3.8376 6.6835 -4.5932
N: 2.1189 5.1568 -4.3752
C: 2.5232 4.6920 -5.7031
C: 0.6725 5.3713 -4.2489
C: -0.0456 4.1470 -3.6330
C: 0.8151 3.4296 -2.6058
C: 1.4549 2.1772 -3.2009
N: 2.7149 1.8234 -2.4621
F: 3.8356 1.9742 -3.2275
H: 3.0745 5.9735 -1.7692
H: 1.6366 6.8481 -2.2962
H: 3.2036 7.6317 -2.3632
H: 2.6655 5.5018 -6.4109
H: 3.4464 4.1252 -5.6247
H: 1.7637 4.0123 -6.0825
H: 0.2282 5.5481 -5.2252
H: 0.4452 6.2340 -3.6376
H: -0.9533 4.4930 -3.1482
H: -0.3579 3.4774 -4.4318
H: 1.5961 4.0773 -2.2110
H: 0.2110 3.1179 -1.7541
H: 0.7889 1.3251 -3.1405
H: 1.7658 2.3563 -4.2250
H: 2.8388 2.4108 -1.6327
H: 2.7096 0.8481 -2.1302
C: 2.2432 -2.2481 1.3399
C: 3.1580 -3.1774 1.6101
C: 4.3669 -3.3354 0.7662
O: 5.1921 -4.1890 1.0051
C: 4.5278 -2.4086 -0.3885
C: 3.6055 -1.4889 -0.6442
C: 2.4001 -1.3384 0.1902
O: 1.5631 -0.4845 -0.0687
H: 1.3480 -2.1271 1.9363
H: 3.0612 -3.8652 2.4412
H: 5.4174 -2.5363 -0.9904
H: 3.6835 -0.8102 -1.4875
C: 0.4960 5.8190 0.5630
C: 0.5175 5.5183 1.8574
C: -0.3655 6.2228 2.8257
O: -0.3384 5.9456 4.0016
C: -1.2662 7.2706 2.2872
C: -1.2864 7.5702 0.9902
C: -0.4088 6.8651 0.0276
O: -0.4270 7.1329 -1.1613
H: 1.1332 5.3239 -0.1575
H: 1.1693 4.7590 2.2714
H: -1.8993 7.7732 3.0067
H: -1.9359 8.3378 0.5838
C: 8.8365 1.5609 1.3089
C: 7.5823 1.1253 1.2315
C: 7.2717 -0.3230 1.2373
O: 6.1247 -0.7249 1.1633
C: 8.4042 -1.2719 1.3366
C: 9.6603 -0.8403 1.4140
C: 9.9773 0.6113 1.4064
O: 11.1157 1.0087 1.4769
H: 9.0893 2.6135 1.3078
H: 6.7370 1.7986 1.1657
H: 8.1485 -2.3244 1.3423
H: 10.5038 -1.5145 1.4867
C: 4.1457 -7.3941 4.9708
C: 5.0182 -8.3540 5.2645
C: 6.2378 -8.5641 4.4397
O: 7.0302 -9.4373 4.7072
C: 6.4433 -7.6613 3.2783
C: 5.5713 -6.7000 2.9822
C: 4.3580 -6.4994 3.8101
O: 3.5595 -5.6210 3.5374
H: 3.2512 -7.2217 5.5568
H: 4.8876 -9.0215 6.1065
H: 7.3382 -7.8330 2.6939
H: 5.6978 -6.0235 2.1402
C: -1.6492 -5.4496 1.5234
C: -1.7286 -6.7762 1.4809
C: -0.6775 -7.6372 2.0836
O: -0.7491 -8.8441 2.0372
C: 0.4709 -6.9559 2.7384
C: 0.5447 -5.6292 2.7896
C: -0.5070 -4.7810 2.1857
O: -0.4204 -3.5662 2.2166
H: -2.4024 -4.8064 1.0792
H: -2.5536 -7.2916 1.0116
H: 1.2301 -7.5976 3.1677
H: 1.3625 -5.1123 3.2661
C: -4.4271 -0.1644 -0.9187
C: -4.5362 -1.4887 -0.9279
C: -3.5105 -2.3444 -0.2904
O: -3.6109 -3.5578 -0.2993
C: -2.3563 -1.6770 0.3582
C: -2.2464 -0.3518 0.3612
C: -3.2720 0.5095 -0.2753
O: -3.1672 1.7178 -0.2758
H: -5.1690 0.4819 -1.3700
H: -5.3731 -1.9994 -1.3884
H: -1.6206 -2.3214 0.8274
H: -1.4133 0.1584 0.8282
C: -2.1409 10.3522 -3.4771
C: -2.1003 10.0371 -2.1857
C: -2.9673 10.7290 -1.2013
O: -2.9329 10.4381 -0.0226
C: -3.8780 11.7848 -1.7055
C: -3.9175 12.1007 -2.9971
C: -3.0529 11.4082 -3.9864
O: -3.0892 11.6904 -5.1625
H: -1.5189 9.8619 -4.2153
H: -1.4446 9.2674 -1.7972
H: -4.5000 12.2743 -0.9672
H: -4.5738 12.8672 -3.3885
C: -9.1746 -1.2439 2.4231
C: -7.9931 -0.6331 2.4131
C: -6.7735 -1.3287 1.9357
O: -5.6951 -0.7688 1.9230
C: -6.9183 -2.7286 1.4689
C: -8.0988 -3.3422 1.4742
C: -9.3219 -2.6462 1.9528
O: -10.3985 -3.1979 1.9573
H: -10.0781 -0.7570 2.7676
H: -7.8627 0.3879 2.7485
H: -6.0151 -3.2181 1.1235
H: -8.2224 -4.3629 1.1324
C: -6.6034 -9.7832 -0.7616
C: -7.3884 -8.7796 -0.3782
C: -6.8308 -7.4392 -0.0744
O: -7.5470 -6.5219 0.2673
C: -5.3639 -7.2586 -0.2099
C: -4.5800 -8.2633 -0.5907
C: -5.1357 -9.6052 -0.9019
O: -4.4196 -10.5141 -1.2545
H: -6.9892 -10.7684 -0.9900
H: -8.4602 -8.8871 -0.2725
H: -4.9784 -6.2699 0.0134
H: -3.5096 -8.1545 -0.7050